This record from the OMol25 dataset describes a structure of composition C5H8CsLiO3 in a non-equilibrium geometry. The level of theory is ωB97M-V with the def2-TZVPD basis set.

XYZ file:
```
18
Properties=species:S:1:pos:R:3:nbo_charge:R:1
C -2.350 0.221 -1.577 -0.485
C -3.291 -0.700 -1.848 0.056
H -2.374 1.160 -0.530 0.475
H -1.880 0.824 -2.362 0.306
H -3.459 -1.621 -1.274 0.213
Li -0.329 -1.722 -1.662 0.982
O 0.571 0.394 0.825 -0.490
Cs -0.210 3.756 3.346 0.999
O -1.336 1.482 0.622 -0.659
C -0.694 0.412 0.490 1.024
O -1.063 -0.410 -0.441 -0.790
C 1.506 -0.566 0.269 -0.070
C 2.810 -0.361 0.994 -0.631
H 1.110 -1.582 0.422 0.181
H 1.596 -0.369 -0.809 0.171
H 2.670 -0.463 2.078 0.236
H 3.532 -1.108 0.642 0.251
H 3.190 0.653 0.816 0.233
```

Its total charge is +2. Its energy relative to the best compared isomer or geometry (same formula, charge and spin) is 4.987 eV. The electronic energy comes out at -448.02875 a.u.

***

This record from the OMol25 dataset describes a structure of composition C29H47IMnN6P2 in a non-equilibrium geometry. The level of theory is ωB97M-V with the def2-TZVPD basis set.

XYZ file:
```
86
Properties=species:S:1:pos:R:3:lowdin_spin:R:1
Mn 0.064 0.180 1.387 0.985
C 1.922 -0.440 3.681 -0.001
C 0.597 -0.916 4.241 0.001
N -0.446 -0.875 3.202 0.005
C -1.771 -0.422 3.660 0.002
C -1.918 1.105 3.576 0.004
N -0.748 1.710 2.914 -0.003
C 0.292 2.184 3.847 -0.002
C 1.645 1.998 3.227 0.002
N 1.766 0.638 2.683 -0.006
H 2.403 -1.273 3.168 0.000
H 2.587 -0.135 4.494 -0.001
H 0.278 -0.329 5.100 0.000
H 0.715 -1.939 4.603 0.000
H -0.584 -1.826 2.869 0.002
H -1.970 -0.781 4.671 0.000
H -2.507 -0.897 3.009 0.000
H -2.076 1.544 4.563 0.001
H -2.800 1.344 2.984 0.000
H -1.067 2.510 2.386 0.000
H 0.210 1.635 4.782 0.000
H 0.143 3.235 4.101 0.000
H 2.432 2.215 3.955 0.001
H 1.769 2.690 2.390 0.000
H 2.610 0.631 2.122 0.000
C 3.070 1.229 -0.569 -0.006
P 1.842 -0.096 -0.334 0.002
C 0.907 0.102 -1.910 -0.002
N 1.347 -0.462 -3.005 0.000
C 0.686 -0.190 -4.164 0.000
C 1.110 -0.806 -5.367 0.000
C 0.468 -0.507 -6.530 0.000
C -0.614 0.416 -6.551 0.000
C -1.039 1.021 -5.408 0.000
C -0.391 0.717 -4.185 0.000
N -0.822 1.309 -3.039 0.000
C -0.215 0.991 -1.924 -0.001
P -0.780 1.805 -0.357 -0.007
C -0.133 3.484 -0.655 0.002
C -2.648 1.999 -0.372 -0.004
C -2.960 3.201 0.547 0.000
C -3.266 2.310 -1.737 -0.001
C -3.311 0.734 0.189 0.002
C 2.835 -1.680 -0.340 0.008
C 3.979 -1.466 0.668 0.001
C 3.462 -2.053 -1.687 0.002
C 1.954 -2.833 0.135 0.004
H 3.597 1.027 -1.502 -0.001
H 3.788 1.282 0.247 0.000
H 2.574 2.196 -0.648 0.000
H 1.943 -1.495 -5.334 0.000
H 0.786 -0.968 -7.456 0.000
H -1.100 0.640 -7.492 0.000
H -1.858 1.729 -5.403 0.000
H -0.491 3.803 -1.634 0.000
H 0.956 3.472 -0.665 0.000
H -0.456 4.192 0.106 0.000
H -2.756 4.149 0.051 0.000
H -2.421 3.210 1.493 0.000
H -4.024 3.183 0.793 0.000
H -2.841 3.205 -2.194 0.000
H -4.334 2.491 -1.579 0.000
H -3.154 1.487 -2.438 0.000
H -2.749 0.251 0.993 0.002
H -3.469 -0.011 -0.590 0.000
H -4.292 0.989 0.597 0.000
H 4.753 -0.806 0.276 0.000
H 4.445 -2.432 0.868 0.000
H 3.655 -1.073 1.632 0.000
H 4.050 -1.241 -2.120 0.000
H 2.720 -2.356 -2.420 0.000
H 4.142 -2.891 -1.507 0.001
H 1.428 -2.615 1.066 0.003
H 2.586 -3.707 0.313 0.000
H 1.210 -3.106 -0.617 0.000
I -0.858 -4.267 2.710 0.000
C -1.310 -3.581 0.788 0.001
C -1.702 -4.560 -0.116 0.000
C -1.960 -4.186 -1.421 0.001
C -1.825 -2.850 -1.767 0.000
C -1.449 -1.958 -0.786 0.001
N -1.181 -2.292 0.490 0.006
H -1.796 -5.588 0.204 0.000
H -2.260 -4.927 -2.151 0.000
H -2.014 -2.498 -2.772 0.000
H -1.362 -0.910 -1.033 0.000
```

Its total charge is +2. The electronic energy comes out at -3592.68067 a.u. The spin multiplicity is 2.

***

This record from the OMol25 dataset describes a cluster of 2 separate species, C7H8N4O3S in total in a non-equilibrium geometry. The level of theory is ωB97M-V with the def2-TZVPD basis set.

XYZ file:
```
23
Properties=species:S:1:pos:R:3:nbo_charge:R:1
C 0.587 1.396 0.341 -0.380
C 0.278 -1.200 -0.818 0.050
C -0.164 -1.033 0.497 -0.181
C 0.155 0.248 1.142 0.308
C 0.829 1.179 -0.991 0.411
C -1.098 -1.963 1.272 0.604
C -0.158 -0.934 3.249 -0.025
N -1.089 -1.748 2.570 -0.645
N 0.853 -0.086 -1.427 -0.527
N 0.153 0.298 2.463 -0.536
N 1.258 2.134 -1.871 -0.778
O -0.596 -0.271 -3.969 -0.875
O -1.708 -2.748 0.528 -0.691
O -2.566 0.699 -2.973 -0.805
S -1.806 -0.508 -3.247 1.683
H 0.714 2.405 0.870 0.226
H 0.191 -2.041 -1.396 0.229
H -0.303 -0.612 4.265 0.195
H 1.008 -1.269 3.325 0.137
H 1.046 -0.310 -2.346 0.417
H 0.130 1.259 2.830 0.396
H 1.282 3.013 -1.504 0.387
H 1.005 2.091 -2.811 0.398
```

Its energy relative to the best compared isomer or geometry (same formula, charge and spin) is 1.517 eV. The electronic energy comes out at -1114.40635 a.u.